Entry from the OMol25 dataset: a structure of composition C2H3FOTl (the ωB97M-V functional and the def2-TZVPD basis).

```
8
Properties=species:S:1:pos:R:3:forces:R:3:mulliken_charge:R:1
C 0.0566 1.0511 -0.2683 -0.083 0.387 0.559 -0.185
C -0.9779 1.8679 -0.0200 -0.082 0.133 0.396 -0.731
F 1.3109 1.6942 0.1048 -0.439 0.026 -0.947 -0.340
H -0.8708 2.9446 0.1683 0.105 -0.314 0.349 0.277
H -1.9451 1.4172 0.2230 0.053 0.171 -0.891 0.173
Tl 0.8617 -1.3212 0.3238 0.728 0.642 1.076 0.452
O 0.8769 -3.4882 0.0589 -0.101 -0.815 -0.222 -0.805
H 0.6879 -4.1656 -0.5903 -0.182 -0.229 -0.321 0.159
```
Forces are in eV/Å.

Output
* strongest force on any atom: 1.4 eV Å⁻¹
* Kohn-Sham gap: 6.381 eV
* molar mass: 266.4 g/mol
* total charge: -1
* E_LUMO: 3.583 eV